Entry 1:
A cluster of 2 separate species, C14H15ClF5N2O4S in total at a distorted geometry, computed with wB97M-V/def2-TZVPD.

Geometry (Å):
1 N 0.1663 0.7195 1.2607
2 C 1.4335 0.4413 0.4828
3 N 2.6679 0.5234 1.3359
4 C 1.5201 1.7624 -0.4844
5 C 2.8328 1.8200 -1.4019
6 S 3.1977 0.0993 -1.9670
7 O 2.7188 -0.0084 -3.4148
8 O 4.7209 0.0218 -2.0735
9 O 2.7363 -1.1182 -0.9718
10 C 1.4035 -0.9418 -0.3285
11 C 0.3601 -0.9558 -1.5730
12 C -1.1731 -1.2474 -1.2522
13 O -1.6205 -2.4103 -1.5369
14 C -2.2387 -0.2239 -0.6766
15 C -2.2466 1.3127 -0.8958
16 C -3.3925 2.2080 -0.3036
17 C -4.5710 1.6032 0.5304
18 C -4.5861 0.0537 0.7565
19 C -3.4390 -0.8076 0.1644
20 C 1.3209 -2.2790 0.5579
21 F 2.6747 -2.6427 0.9357
22 F 0.8869 -3.3909 -0.2541
23 C 0.4838 -2.3175 1.8937
24 F 0.5306 -3.6807 2.3693
25 F 1.0438 -1.5522 2.9838
26 F -0.8884 -1.9857 1.8596
27 H -0.2195 1.6407 1.0173
28 H 0.3560 0.7568 2.2706
29 H 3.0755 1.4805 1.2986
30 H 2.4566 0.3852 2.3333
31 H 0.6110 1.8680 -1.1645
32 H 1.5547 2.6756 0.2262
33 H 3.7422 2.1784 -0.7848
34 H 2.7434 2.5303 -2.2968
35 H 0.3881 -0.0151 -2.2185
36 H 0.7207 -1.8183 -2.2546
37 H -1.4407 1.8183 -1.5201
38 H -3.4058 3.3335 -0.4837
39 H -5.4201 2.2399 0.9590
40 H -5.4504 -0.4362 1.3338
41 H -3.4988 -1.9427 0.3307
42 Cl -2.7556 -1.6979 2.9569

Values from the calculation:
Net charge   -1
HOMO   -3.9 eV
E_LUMO   1.90 eV
Largest force on an atom   8.8 eV/A
Frontier orbital gap   5.8 eV

=====

Entry 2:
A structure of composition C14H15MgN5O7S3Sb, computed with wB97M-V/def2-TZVPD.

Geometry (Å):
1 Mg -0.7313 1.4961 -1.1122
2 O -3.0371 3.3088 1.7827
3 C -2.6020 2.4604 1.0074
4 O -1.6740 2.6476 0.1550
5 C -3.1567 1.0360 1.1606
6 C -4.2182 0.8944 2.0206
7 C -4.8071 -0.3461 2.2701
8 C -4.3050 -1.4898 1.6782
9 C -3.2213 -1.3709 0.8454
10 C -2.6196 -0.1161 0.4829
11 O -1.7025 -0.0804 -0.3959
12 N -2.6854 -2.6176 0.3141
13 O -3.4788 -3.5004 0.0184
14 O -1.4795 -2.7411 0.2310
15 N -5.9305 -0.4551 3.1682
16 O -6.3713 0.5619 3.6811
17 O -6.3947 -1.5683 3.3905
18 H -4.5859 1.7865 2.5066
19 H -4.7406 -2.4580 1.8712
20 S 2.7457 2.2679 -5.0519
21 Sb 0.9200 0.9565 -4.5359
22 S 1.3728 -0.9771 -3.3681
23 S -0.7318 2.2597 -3.4082
24 C 3.0390 -2.3737 -0.4712
25 C 1.5883 -2.3529 -0.0372
26 N 1.1064 -0.9847 0.1048
27 C 1.8459 0.1240 -0.1734
28 N 1.2383 1.2377 -0.4771
29 C 2.0559 2.4286 -0.6991
30 C 3.4023 2.0792 -1.2996
31 C 4.0966 1.0932 -0.3856
32 N 3.2000 0.0034 -0.0366
33 C 3.7740 -1.2877 0.2918
34 H 3.1110 -2.1581 -1.5389
35 H 3.4747 -3.3557 -0.2736
36 H 1.4817 -2.8688 0.9241
37 H 0.9599 -2.8713 -0.7608
38 H 0.1127 -0.8700 -0.0606
39 H 2.1890 2.9778 0.2436
40 H 1.5142 3.0852 -1.3836
41 H 4.0170 2.9726 -1.4249
42 H 3.2577 1.6405 -2.2887
43 H 4.4480 1.5957 0.5270
44 H 4.9718 0.6655 -0.8820
45 H 3.7212 -1.4773 1.3736
46 H 4.8290 -1.2581 0.0164

Values from the calculation:
<S²>   0.760
Net charge   -2
HOMO (spin up / spin down)   -1.4 / -2.3 eV
E_LUMO (spin up / spin down)   4.10 / 4.10 eV
Largest force on an atom   0.6 eV/A
Multiplicity   2
Frontier orbital gap (spin up / spin down)   5.5 / 6.3 eV

=====

Entry 3:
A structure of composition C14H15MnN4O6S, computed with wB97M-V/def2-TZVPD.

Geometry (Å):
1 Mn -0.1713 0.1841 -0.1710
2 O -1.4796 -5.5198 0.4578
3 C -1.2056 -4.2229 0.3713
4 C -1.1045 -3.3900 1.4982
5 C -0.8063 -2.0681 1.2896
6 N -0.6304 -1.6238 0.0492
7 C -0.7249 -2.3777 -1.0458
8 C -1.0198 -3.7084 -0.9243
9 C -0.5072 -1.5568 -2.2920
10 O -0.5956 -2.0027 -3.3965
11 O -0.2224 -0.2959 -1.9759
12 C -0.6653 -0.9542 2.2986
13 O -0.8154 -1.1162 3.4724
14 O -0.3877 0.1926 1.6884
15 H -1.5798 -5.8088 1.3740
16 H -1.2492 -3.7453 2.5107
17 H -1.1009 -4.3345 -1.8020
18 C -3.7669 -0.4382 -1.0261
19 N -3.8902 1.0098 -0.9309
20 C -5.1796 1.5863 -1.3338
21 C -5.0098 3.0353 -1.7335
22 C -4.2279 3.7587 -0.6598
23 N -2.9481 3.0809 -0.4375
24 C -1.8428 3.9173 0.0147
25 C -2.8421 1.7618 -0.5762
26 O -1.7103 1.1986 -0.3733
27 H -3.3728 -0.7423 -1.9985
28 H -4.7582 -0.8672 -0.8975
29 H -3.1307 -0.8168 -0.2315
30 H -5.8898 1.4812 -0.5095
31 H -5.5499 0.9949 -2.1710
32 H -5.9856 3.4989 -1.8678
33 H -4.4745 3.1023 -2.6826
34 H -4.7853 3.8034 0.2801
35 H -3.9995 4.7803 -0.9593
36 H -1.5661 4.6204 -0.7707
37 H -0.9838 3.3103 0.2715
38 H -2.1514 4.4712 0.9011
39 S 4.3432 -0.0538 0.0580
40 C 2.7938 0.0094 -0.0177
41 N 1.5971 0.0789 -0.0737

Values from the calculation:
<S²>   3.824
Net charge   +1
HOMO (spin up / spin down)   -12.3 / -12.3 eV
E_LUMO (spin up / spin down)   -6.06 / -5.22 eV
Largest force on an atom   0.5 eV/A
Multiplicity   4
Frontier orbital gap (spin up / spin down)   6.2 / 7.1 eV

=====

Entry 4:
An isolated molecule of C14H15NO2S, computed with wB97M-V/def2-TZVPD.

Geometry (Å):
1 C -2.0831 -0.0861 -0.1117
2 C -0.9017 0.0618 0.7861
3 N 0.2391 -0.5122 0.4436
4 C 0.5387 -1.2026 -0.7809
5 C 1.2001 -0.2631 -1.8067
6 C 1.5087 -1.0195 -3.0674
7 C 2.7240 -1.6746 -3.2170
8 C 2.9947 -2.4023 -4.3621
9 C 2.0499 -2.4869 -5.3705
10 C 0.8344 -1.8398 -5.2288
11 C 0.5657 -1.1127 -4.0828
12 C -0.9553 0.7769 1.9947
13 C 0.2053 0.9330 2.8200
14 O 1.3279 0.4800 2.5992
15 C -0.0608 1.7538 4.0600
16 S -1.7984 2.2444 4.0471
17 C -2.1516 1.4202 2.4971
18 O -3.2619 1.4580 2.0270
19 H -2.9288 0.4708 0.2780
20 H -1.8453 0.2748 -1.1106
21 H -2.3619 -1.1370 -0.1845
22 H 1.0166 -0.3356 1.0949
23 H 1.2290 -2.0183 -0.5496
24 H -0.3678 -1.6331 -1.2102
25 H 2.1155 0.1433 -1.3735
26 H 0.5248 0.5676 -2.0207
27 H 3.4657 -1.6079 -2.4339
28 H 3.9455 -2.9033 -4.4683
29 H 2.2610 -3.0535 -6.2650
30 H 0.0942 -1.9004 -6.0129
31 H -0.3835 -0.6057 -3.9797
32 H 0.5736 2.6410 4.0724
33 H 0.1511 1.1682 4.9555

Values from the calculation:
Net charge   0
HOMO   -8.7 eV
E_LUMO   0.43 eV
SMILES   C/C(NCCc1ccccc1)=C1/C(=O)CSC1=O
Largest force on an atom   0.5 eV/A
Frontier orbital gap   9.1 eV

=====

| no. | DFT total energy (eV) |
| --- | --- |
| 1 | -62869.7382 |
| 2 | -81036.4482 |
| 3 | -75157.5112 |
| 4 | -31182.6251 |